Version 1
This record from the Open Molecules 2025 dataset describes a 2-piece molecular cluster, C5H7BrN2 overall. The level of theory is ωB97M-V/def2-TZVPD.

## Properties
HOMO ... -10.065 eV
Charge ... 0

Last column: Löwdin charge in e.
Positions of all 15 atoms, in Å:
1 N -2.536 0.695 1.851  0.018
2 N 0.861 1.783 0.417  -0.033
3 H -0.035 -0.454 -1.741  0.104
4 C 0.390 -0.558 0.220  -0.166
5 C -2.482 -0.350 2.349  -0.083
6 H 1.093 2.110 -1.738  0.118
7 C 0.654 0.041 -1.109  -0.263
8 C 0.514 1.509 -0.968  -0.673
9 H 0.961 -1.469 0.421  0.115
10 H 1.572 -0.084 -1.563  0.098
11 C 0.774 0.659 1.073  -0.146
12 Br -1.347 2.221 -0.934  0.639
13 H -2.371 1.714 1.749  0.062
14 H 0.784 0.637 2.172  0.112
15 H -0.679 -0.867 0.383  0.098



Version 2
This record from the Open Molecules 2025 dataset describes a 2-piece molecular cluster, C5H7BrN2 overall. The level of theory is ωB97M-V/def2-TZVPD.

## Properties
HOMO (alpha / beta) ... -8.035 / -8.032 eV
Charge ... 0

Last column: Löwdin charge in e.
Positions of all 15 atoms, in Å:
1 H 0.537 -0.427 -2.511  0.079
2 H 2.748 0.036 -0.253  0.121
3 H 1.487 1.153 -0.657  -0.010
4 H 2.631 0.791 -2.004  0.114
5 N -0.904 -0.436 0.245  0.013
6 H 0.936 -1.665 -1.175  0.084
7 Br -0.604 2.449 -0.163  0.732
8 C -1.844 0.647 1.808  -0.250
9 C -1.384 -1.320 1.093  -0.283
10 H -2.223 1.334 2.464  0.066
11 H -1.346 -2.458 1.021  0.124
12 C 0.988 -0.607 -1.540  0.114
13 C 2.050 0.325 -1.141  -0.166
14 C -1.050 0.844 0.731  -0.770
15 N -2.022 -0.667 2.082  0.032



version 1 takes first place; second place is 222.3 kJ/mol up.



Version 1
This record from the Open Molecules 2025 dataset describes a 11-piece molecular cluster, H21O11 overall. The level of theory is ωB97M-V/def2-TZVPD.

## Properties
HOMO ... -6.318 eV
Charge ... -1

Last column: Löwdin charge in e.
Positions of all 32 atoms, in Å:
1 H -1.556 0.200 -1.318  -0.142
2 O 1.111 -2.917 2.738  -0.113
3 H 0.506 0.582 2.696  -0.044
4 O 3.749 0.704 -2.158  0.016
5 H 3.673 2.801 1.674  -0.001
6 H 0.808 -1.882 2.429  0.074
7 O 0.332 1.333 3.237  -0.041
8 H 1.143 -1.610 -2.549  0.078
9 H 0.277 -0.986 -1.505  -0.067
10 O -0.808 1.860 -4.132  -0.074
11 H -1.838 1.600 -0.869  0.110
12 H -4.797 -0.592 -0.362  0.005
13 H 1.023 1.171 3.856  0.019
14 H -0.102 -1.161 0.533  0.058
15 O 3.535 1.901 1.468  -0.055
16 H -0.237 2.111 -3.429  -0.001
17 H -1.757 -1.187 1.619  -0.023
18 O -1.850 0.932 -1.615  0.004
19 H -1.958 -1.286 2.989  0.091
20 H -4.542 0.469 -1.524  0.028
21 O 1.031 -0.717 -2.074  -0.125
22 H 3.069 0.119 -2.376  -0.029
23 H 1.950 -2.845 2.573  -0.116
24 H 1.129 -0.249 0.860  0.080
25 O -0.970 -1.371 -0.692  -0.307
26 O -2.360 -1.727 2.141  -0.097
27 O -4.473 0.242 -0.603  -0.033
28 H -1.826 -1.195 -0.475  -0.091
29 H -1.353 1.524 -3.413  -0.015
30 H 4.033 1.285 -2.755  -0.048
31 O 0.475 -0.780 1.386  -0.182
32 H 2.583 1.673 1.649  0.042



Version 2
This record from the Open Molecules 2025 dataset describes a 11-piece molecular cluster, H21O11 overall. The level of theory is ωB97M-V/def2-TZVPD.

## Properties
HOMO ... -6.981 eV
Charge ... -1

Last column: Löwdin charge in e.
Positions of all 32 atoms, in Å:
1 H -1.088 -1.486 -2.351  0.014
2 H -2.543 -0.046 0.825  -0.018
3 O 3.045 0.357 -1.107  -0.067
4 H 3.326 -0.075 -0.306  0.015
5 O -2.006 -1.252 2.005  -0.030
6 H 2.102 0.097 -1.125  -0.028
7 H -0.855 -1.253 -0.910  -0.040
8 O 0.741 2.267 0.800  -0.080
9 H 1.287 -0.134 1.171  -0.036
10 O -0.800 1.547 -2.052  -0.075
11 H -1.998 -2.166 1.760  0.049
12 H -1.116 2.251 -1.540  -0.012
13 O 1.123 -1.070 -3.074  -0.057
14 H -0.158 -0.167 0.310  0.063
15 H 0.902 -0.686 -2.182  -0.005
16 H -1.771 1.777 1.710  -0.065
17 H -0.229 1.054 -1.423  -0.037
18 H 2.259 -2.093 0.693  -0.002
19 O 0.506 -0.021 -0.457  -0.443
20 H -0.441 2.141 2.244  -0.004
21 O -2.755 0.839 0.531  -0.053
22 H 0.814 1.389 0.334  -0.013
23 H 0.850 -0.401 -3.675  0.019
24 H -2.628 -1.178 2.761  0.086
25 H -3.015 0.787 -0.386  0.047
26 O -1.217 -1.903 -1.503  -0.059
27 O 1.559 -2.427 0.145  -0.083
28 O -1.382 2.132 2.483  -0.086
29 H 1.274 2.898 0.321  0.047
30 H 1.413 -1.237 2.298  0.031
31 H 1.263 -1.645 -0.399  -0.002
32 O 1.539 -0.299 2.098  -0.076



version 2 takes first place; second place is 280.7 kJ/mol up.